Entry from the OMol25 dataset: a molecular structure, C34H44F24K2O18 at a distorted geometry (ωB97M-V with the def2-TZVPD basis set).

```
! wB97M-V def2-TZVPD RIJCOSX def2/J DEFGRID3
* xyz 0 1
K -0.92 -0.10 0.48
K -3.15 3.02 0.50
O -3.83 0.24 0.89
C -3.83 -0.13 2.28
C -3.06 0.91 3.20
O -1.85 1.56 2.77
H -3.34 -1.11 2.33
H -4.81 -0.40 2.69
H -2.93 0.38 4.14
H -3.75 1.72 3.45
C 3.48 -2.60 0.08
C 2.08 -2.87 0.66
O 1.48 -3.86 -0.21
C 0.23 -3.72 -0.71
O -0.40 -2.66 -0.88
C -0.40 -5.05 -1.25
F -1.70 -5.07 -0.82
F -0.40 -5.02 -2.58
F 0.32 -6.08 -0.85
H 4.21 -3.39 0.26
H 3.92 -1.66 0.41
H 3.39 -2.58 -1.01
H 1.51 -1.97 0.90
H 2.27 -3.37 1.61
C -5.19 -4.16 0.00
C -4.44 -2.96 -0.53
O -3.89 -3.22 -1.84
C -4.69 -3.02 -2.98
O -5.90 -2.67 -2.96
C -3.92 -3.15 -4.35
F -4.68 -3.94 -5.18
F -3.72 -1.97 -4.91
F -2.76 -3.78 -4.13
H -4.45 -4.96 0.03
H -6.01 -4.49 -0.65
H -5.57 -3.92 0.99
H -3.57 -2.67 0.06
H -5.14 -2.13 -0.53
C 4.13 -1.74 -7.14
C 3.47 -0.49 -6.59
O 2.78 -0.73 -5.35
C 1.45 -1.18 -5.39
O 0.75 -1.23 -6.44
C 1.00 -1.82 -4.05
F 1.30 -3.13 -3.99
F 1.50 -1.14 -2.93
F -0.34 -1.71 -3.93
H 3.36 -2.32 -7.65
H 4.60 -2.36 -6.37
H 4.84 -1.49 -7.93
H 2.77 -0.01 -7.29
H 4.19 0.30 -6.40
C 1.01 -3.07 4.94
C -0.43 -2.60 4.93
O -1.29 -3.62 4.54
C -1.56 -3.83 3.21
O -0.82 -3.38 2.32
C -2.61 -4.94 2.92
F -2.64 -5.93 3.89
F -3.76 -4.32 3.03
F -2.40 -5.44 1.69
H 1.70 -2.26 5.16
H 1.16 -3.48 3.94
H 1.18 -3.84 5.69
H -0.59 -1.73 4.30
H -0.83 -2.37 5.92
C 4.71 0.32 -2.19
C 5.11 1.34 -1.07
O 4.22 2.40 -0.91
C 2.99 2.12 -0.24
O 2.69 1.00 0.25
C 2.04 3.31 -0.06
F 2.64 4.50 0.02
F 1.22 3.41 -1.13
F 1.36 3.15 1.07
H 4.54 0.78 -3.16
H 3.78 -0.19 -1.93
H 5.51 -0.41 -2.22
H 6.08 1.77 -1.31
H 5.22 0.82 -0.12
C 1.80 0.76 4.91
C 1.99 2.03 4.17
O 3.38 2.21 4.06
C 3.79 3.43 3.50
O 2.99 4.40 3.31
C 5.36 3.56 3.29
F 6.07 2.70 3.96
F 5.66 3.37 2.00
F 5.81 4.76 3.59
H 2.04 0.84 5.97
H 2.40 -0.07 4.51
H 0.74 0.56 4.75
H 1.65 2.87 4.78
H 1.44 2.02 3.23
C 0.09 5.38 4.71
C -0.56 5.02 3.37
O -0.49 6.23 2.60
C -0.80 6.26 1.27
O -1.15 5.23 0.67
C -0.67 7.65 0.62
F -1.77 8.35 0.91
F 0.37 8.24 1.19
F -0.52 7.55 -0.71
H 1.14 5.59 4.49
H 0.06 4.47 5.31
H -0.30 6.28 5.18
H -1.55 4.64 3.64
H -0.16 4.17 2.82
C -5.06 0.68 -3.45
C -3.77 0.62 -2.64
O -2.75 1.34 -3.39
C -1.59 1.76 -2.87
O -1.36 1.72 -1.65
C -0.52 2.16 -3.89
F 0.63 1.50 -3.62
F -1.00 1.99 -5.11
F -0.26 3.47 -3.78
H -5.95 0.24 -2.99
H -4.92 0.02 -4.31
H -5.40 1.66 -3.77
H -3.57 -0.39 -2.30
H -3.91 1.18 -1.72
*
```

Computed properties:
F_max = 0.1101 hartree/bohr
HOMO energy = -6.050 eV
LUMO = -0.089 eV
orbital gap = 6.0 eV


Entry from the OMol25 dataset: 12 unconnected molecules or ions with the total composition C58H98N2O22 at a distorted geometry (ωB97M-V with the def2-TZVPD basis set).

```
! wB97M-V def2-TZVPD RIJCOSX def2/J DEFGRID3
* xyz 0 1
C -3.53 -3.80 3.69
C -3.02 -4.53 2.44
C -1.53 -4.27 2.28
C -3.39 -6.00 2.76
C -3.38 -7.01 1.58
C -4.27 -6.44 0.49
C -3.89 -5.03 0.03
C -2.60 -5.06 -0.74
C -4.93 -4.42 -0.86
N -3.86 -4.18 1.31
O -3.75 -2.80 0.97
H -3.16 -4.27 4.56
H -3.44 -2.72 3.59
H -4.61 -3.87 3.60
H -1.41 -3.19 2.06
H -1.05 -4.34 3.24
H -0.96 -4.86 1.53
H -2.76 -6.30 3.54
H -4.38 -5.95 3.17
H -2.37 -7.26 1.19
H -3.82 -7.93 1.90
H -5.31 -6.38 0.90
H -4.39 -7.02 -0.42
H -2.78 -5.46 -1.77
H -1.78 -5.65 -0.37
H -2.23 -4.03 -0.86
H -4.56 -3.60 -1.54
H -5.74 -3.95 -0.28
H -5.45 -5.06 -1.63
H -2.84 -2.69 0.61
C 0.76 -1.47 -2.46
C 1.48 -0.82 -3.65
C 2.85 -0.32 -3.19
C 1.58 -1.98 -4.64
C 2.16 -1.67 -5.99
C 1.39 -0.48 -6.59
C 1.20 0.71 -5.70
C 2.53 1.51 -5.71
C 0.16 1.63 -6.27
N 0.68 0.23 -4.35
O 0.38 1.27 -3.47
H 1.37 -2.33 -2.17
H 0.75 -0.73 -1.62
H -0.27 -1.73 -2.60
H 3.09 -0.95 -2.37
H 3.62 -0.33 -3.91
H 2.89 0.73 -2.74
H 2.14 -2.84 -4.11
H 0.56 -2.32 -4.80
H 3.29 -1.48 -5.90
H 2.03 -2.48 -6.68
H 0.49 -1.04 -6.91
H 1.94 -0.21 -7.54
H 2.84 1.95 -4.74
H 2.48 2.24 -6.52
H 3.39 0.95 -5.98
H -0.07 2.44 -5.57
H -0.75 1.05 -6.26
H 0.59 2.06 -7.20
H 1.19 1.78 -3.17
O 0.96 0.02 7.74
C 0.46 -0.22 6.70
C -0.16 -1.56 6.26
C -0.34 -1.45 4.72
C -0.35 0.07 4.56
O 0.44 0.62 5.61
H 0.46 -2.31 6.70
H -1.08 -1.72 6.80
H 0.53 -1.95 4.24
H -1.27 -1.77 4.38
H 0.02 0.44 3.52
H -1.35 0.45 4.75
O 3.37 -2.68 -0.84
C 3.31 -3.15 0.22
C 2.66 -4.47 0.65
C 2.38 -4.26 2.11
C 3.50 -3.38 2.55
O 3.76 -2.62 1.37
H 1.82 -4.74 0.07
H 3.37 -5.26 0.47
H 1.44 -3.74 2.29
H 2.33 -5.24 2.59
H 3.18 -2.65 3.30
H 4.42 -3.84 2.87
O 0.38 2.58 2.35
C 0.92 3.65 2.28
C 2.38 3.97 2.50
C 2.62 5.12 1.45
C 1.22 5.82 1.70
O 0.30 4.78 1.91
H 2.54 4.32 3.50
H 3.02 3.10 2.27
H 3.50 5.74 1.60
H 2.65 4.70 0.49
H 1.23 6.44 2.60
H 0.97 6.50 0.87
O 2.52 5.03 -1.96
C 1.36 4.91 -2.13
C 0.42 5.09 -3.29
C -0.91 4.48 -2.93
C -0.77 4.12 -1.48
O 0.58 4.45 -1.13
H 0.40 6.12 -3.57
H 0.87 4.64 -4.21
H -1.78 5.10 -3.14
H -1.01 3.56 -3.54
H -1.38 4.68 -0.72
H -0.80 3.11 -1.26
O -2.80 2.42 1.40
C -3.42 2.92 2.31
C -2.96 3.42 3.69
C -4.22 3.93 4.34
C -5.20 4.12 3.14
O -4.69 3.27 2.05
H -2.41 2.70 4.34
H -2.17 4.14 3.50
H -4.62 3.20 4.95
H -4.16 4.86 4.91
H -6.22 3.84 3.40
H -5.17 5.13 2.69
O 8.09 2.21 -1.04
C 7.45 1.21 -0.98
C 7.17 0.34 0.22
C 6.32 -0.78 -0.31
C 6.19 -0.50 -1.80
O 7.03 0.57 -2.15
H 8.16 0.06 0.58
H 6.69 0.93 0.96
H 6.71 -1.77 -0.14
H 5.39 -0.80 0.16
H 6.50 -1.27 -2.48
H 5.19 -0.21 -1.99
O -4.22 -0.04 5.50
C -4.67 -0.19 4.39
C -5.70 -1.13 3.89
C -5.94 -0.65 2.42
C -4.58 -0.11 2.10
O -4.15 0.58 3.35
H -5.41 -2.19 3.90
H -6.59 -0.95 4.49
H -6.30 -1.46 1.75
H -6.65 0.19 2.40
H -3.82 -0.85 1.98
H -4.53 0.73 1.35
O -5.06 1.51 -5.38
C -4.50 1.02 -4.44
C -4.72 -0.34 -3.77
C -3.69 -0.39 -2.70
C -2.98 0.91 -2.72
O -3.48 1.73 -3.83
H -5.72 -0.13 -3.41
H -4.70 -1.19 -4.48
H -4.11 -0.52 -1.68
H -2.98 -1.19 -2.83
H -3.18 1.51 -1.77
H -1.89 0.78 -2.92
O 5.27 2.83 1.68
C 5.53 3.30 0.62
C 6.29 4.55 0.32
C 5.58 4.90 -1.02
C 5.52 3.49 -1.67
O 5.10 2.64 -0.55
H 6.29 5.27 1.17
H 7.33 4.15 0.22
H 4.57 5.27 -0.76
H 6.11 5.61 -1.63
H 4.70 3.54 -2.37
H 6.44 3.09 -2.04
O -1.41 -1.21 0.47
C -0.51 -0.41 0.55
C -0.30 0.95 -0.03
C 1.19 1.18 -0.01
C 1.70 0.15 1.03
O 0.57 -0.71 1.31
H -0.65 0.98 -1.07
H -0.84 1.53 0.65
H 1.63 0.92 -0.94
H 1.46 2.17 0.30
H 2.46 -0.42 0.55
H 2.04 0.74 1.94
*
```

Computed properties:
F_max = 0.0918 hartree/bohr
HOMO energy = -8.664 eV
LUMO = 0.417 eV
SMILES string = CC1(C)CCCC(C)(C)N1O.CC1(C)CCCC(C)(C)N1O.O=C1CCCO1.O=C1CCCO1.O=C1CCCO1.O=C1CCCO1.O=C1CCCO1.O=C1CCCO1.O=C1CCCO1.O=C1CCCO1.O=C1CCCO1.O=C1CCCO1
orbital gap = 9.1 eV


Entry from the OMol25 dataset: a molecular structure, C23H16BrN2O2Pt at a distorted geometry (ωB97M-V with the def2-TZVPD basis set).

```
! wB97M-V def2-TZVPD RIJCOSX def2/J DEFGRID3
* xyz 1 3
Pt 0.62 0.62 0.43
Br 1.60 0.89 -1.93
C 3.09 -0.19 -1.48
C 4.09 -0.27 -2.43
C 5.11 -1.16 -2.18
C 5.19 -1.87 -0.99
C 4.15 -1.87 -0.08
C 4.13 -2.76 0.99
C 3.08 -2.70 1.90
C 2.02 -1.75 1.75
C 2.02 -0.86 0.67
C 3.07 -0.96 -0.30
H 4.00 0.20 -3.42
H 6.01 -1.14 -2.84
H 6.03 -2.54 -0.90
H 4.94 -3.47 1.06
H 3.04 -3.42 2.71
H 1.24 -1.68 2.50
O -5.38 -4.35 0.97
C -5.65 -3.08 0.61
O -6.80 -2.79 0.40
C -4.51 -2.09 0.41
C -3.29 -2.23 1.18
C -2.28 -1.22 1.05
C -2.55 -0.09 0.31
C -3.69 0.04 -0.48
C -4.65 -0.97 -0.43
N -1.59 1.00 0.32
C -2.07 2.17 0.16
C -1.09 3.26 0.07
C -1.39 4.52 -0.34
C -0.38 5.44 -0.45
C 0.91 5.11 -0.16
C 1.18 3.80 0.19
N 0.23 2.87 0.32
H -4.42 -4.56 0.83
H -2.99 -3.13 1.71
H -1.32 -1.40 1.55
H -3.85 0.86 -1.14
H -5.50 -0.85 -1.02
H -3.15 2.41 0.04
H -2.42 4.70 -0.58
H -0.64 6.39 -0.86
H 1.72 5.80 -0.27
H 2.15 3.34 0.18
*
```

Computed properties:
F_max = 0.0527 hartree/bohr
HOMO energy (alpha / beta) = -10.876 / -11.134 eV
LUMO (alpha / beta) = -4.311 / -4.795 eV
orbital gap (alpha / beta) = 6.6 / 6.3 eV